(1)
The following is a DFT calculation (wB97M-V/def2-TZVPD) of an isolated molecule of CH3IN4.

Last column: Löwdin charge in e.
CARTESIAN COORDINATES (ANGSTROEM)
I (-1.6707, 1.1892, 1.5931)  0.65
N (0.6149, 1.3361, -0.6911)  0.05
N (-0.0063, 0.6459, -1.4313)  -0.19
N (-0.4977, -0.5222, -1.0612)  -0.06
N (-0.0016, -0.8713, 0.4000)  -0.12
C (0.2526, 0.3289, 0.9909)  -0.68
H (1.0874, 0.6602, 1.6260)  0.06
H (-0.5747, -1.2774, -1.8664)  0.18
H (0.7962, -1.4894, 0.4401)  0.10

Computed properties:
ΔE to the lowest compared entry with this formula, charge and spin = 289.9 kJ/mol
Charge = 0
HOMO energy = -8.8 eV
Orbital gap = 9.26 eV
DFT total energy = -15142.2637 eV



(2)
The following is a DFT calculation (wB97M-V/def2-TZVPD) of an isolated molecule of CH3IN4.

Last column: Löwdin charge in e.
CARTESIAN COORDINATES (ANGSTROEM)
I (-2.5834, 0.0613, -0.1389)  0.73
N (0.4609, 2.0676, -0.1483)  0.06
N (0.8073, -1.9472, -0.0847)  0.11
N (0.0326, 1.0589, 0.4380)  -0.20
N (-0.0436, -1.2634, 0.4663)  -0.13
C (-0.3673, -0.0652, -0.2707)  -0.83
H (0.1624, -0.1690, -1.3243)  0.12
H (1.0306, -2.6604, 0.4755)  0.01
H (0.5006, 2.9175, 0.5871)  0.11

Computed properties:
ΔE to the lowest compared entry with this formula, charge and spin = 252.4 kJ/mol
SMILES string = [H]/N=N/C(I)/N=N/[H]
Charge = 0
HOMO energy = -9.5 eV
Orbital gap = 8.59 eV
DFT total energy = -15142.6521 eV



(3)
The following is a DFT calculation (wB97M-V/def2-TZVPD) of the ion CH3IN5 with charge +1.

Last column: Mulliken spin population.
CARTESIAN COORDINATES (ANGSTROEM)
I (-2.3674, -0.4429, -1.8022)  0.29
N (-0.2634, -0.4747, 0.2051)  0.37
N (0.9304, 0.0265, 0.5439)  0.17
N (-0.7750, -1.2985, 1.1041)  0.28
N (-0.6162, 0.0221, -0.8866)  0.70
N (1.6502, 1.8503, -0.8470)  0.15
C (1.3990, 0.9369, -0.1587)  0.04
H (2.0943, 2.7723, -0.8568)  0.00
H (-1.7496, -1.4740, 0.9612)  0.00
H (-0.3024, -1.9180, 1.7370)  0.00

Computed properties:
ΔE to the lowest compared entry with this formula, charge and spin = 251.0 kJ/mol
Multiplicity = 3
Charge = +1
HOMO energy (alpha / beta) = -11.7 / -14.5 eV
Orbital gap (alpha / beta) = 6.98 / 6.30 eV
DFT total energy = -16621.7469 eV



(4)
The following is a DFT calculation (wB97M-V/def2-TZVPD) of a cluster of 2 separate species, CH3IO in total.

Last column: Löwdin charge in e.
CARTESIAN COORDINATES (ANGSTROEM)
I (2.5313, 0.4155, 0.0610)  0.91
O (-1.2141, -1.1158, 0.2967)  -0.18
C (0.6323, 0.7419, 0.2994)  -0.65
H (0.1271, 1.3333, -0.4908)  -0.05
H (-1.6819, -0.9207, -0.5713)  0.05
H (-0.3947, -0.4542, 0.4050)  -0.09

Computed properties:
ΔE to the lowest compared entry with this formula, charge and spin = 360.0 kJ/mol
Charge = 0
HOMO energy (alpha / beta) = -9.1 / -9.0 eV
Orbital gap (alpha / beta) = 7.25 / 7.32 eV
DFT total energy = -11229.3031 eV



(5)
The following is a DFT calculation (wB97M-V/def2-TZVPD) of a cluster of 2 separate species, CH3IO3P in total.

Last column: Löwdin charge in e.
CARTESIAN COORDINATES (ANGSTROEM)
I (-3.7848, -0.7748, -0.0131)  0.24
P (-2.3260, 1.2338, 0.2701)  0.29
O (-1.9023, 1.2674, 1.6710)  -0.48
O (-1.0580, 0.7818, -0.6751)  -0.45
O (-3.3804, 3.2097, -0.8258)  -0.61
C (-0.0402, 0.0088, -0.0970)  -0.20
H (-0.4516, -0.7674, 0.5530)  0.06
H (0.5096, -0.4577, -0.9173)  0.08
H (0.6387, 0.6316, 0.4932)  0.08

Computed properties:
ΔE to the lowest compared entry with this formula, charge and spin = 526.0 kJ/mol
Charge = -1
HOMO energy (alpha / beta) = -4.6 / -4.6 eV
Orbital gap (alpha / beta) = 7.42 / 7.38 eV
DFT total energy = -24616.7919 eV



(6)
The following is a DFT calculation (wB97M-V/def2-TZVPD) of a structure of composition CH3IO3S.

Last column: Löwdin charge in e.
CARTESIAN COORDINATES (ANGSTROEM)
I (2.4682, -0.6330, -0.8476)  1.58
S (-0.0462, 1.3287, -0.1255)  0.87
O (1.0955, 0.5315, -1.2979)  -0.99
O (-0.9505, 1.9429, -1.0297)  -0.44
O (1.7048, -1.7249, 0.3712)  -0.93
C (-0.8675, -0.1998, 0.6338)  -0.21
H (-1.4953, -0.4883, -0.1619)  0.03
H (-1.6167, 0.2374, 1.3629)  0.07
H (-0.2921, -0.9946, 1.0948)  0.03

Computed properties:
ΔE to the lowest compared entry with this formula, charge and spin = 369.3 kJ/mol
Charge = 0
HOMO energy = -8.9 eV
Orbital gap = 8.28 eV
DFT total energy = -26158.9036 eV



The highest charge belongs to which entry? CH3IN5